The following is a quantum chemistry calculation of a cluster of 2 separate species, C2H5NO3 in total at a distorted geometry, from the OMol25 dataset.

Cartesian coordinates (Å):
H: 1.740283 0.882526 1.704882
C: -1.421266 0.299406 -1.106474
C: 1.268260 0.057562 1.132858
H: -0.956202 -1.600923 -1.801422
N: -0.603217 -0.720265 -1.456706
H: -0.208378 0.316860 2.190699
H: -2.481055 0.202758 -1.350731
O: -1.049462 1.275658 -0.491447
O: 0.080713 -0.335316 1.582285
H: 0.231889 -0.933357 -0.907415
O: 1.861447 -0.408414 0.202479

Force components x, y, z for each atom (eV/Å):
-0.40 -0.10 0.04
0.27 0.04 0.68
1.28 0.86 0.02
-0.66 0.40 -0.21
0.37 -1.32 0.05
-0.73 0.93 1.05
-0.16 -0.27 -0.55
0.12 0.27 0.06
0.54 -1.21 -1.01
-0.01 0.95 -0.22
-0.62 -0.56 0.09

## Properties
SMILES: NC=O.O=CO
Energy, eV: -9787.771
Highest occupied orbital energy, eV: -9.9
Kohn-Sham gap, Ha: 0.390



The following is a quantum chemistry calculation of a structure of composition C29H21CoN7Se, from the OMol25 dataset.

Cartesian coordinates (Å):
C: 0.090528 2.658017 -0.000693
Co: -0.203592 -0.155813 0.011186
H: -3.138539 3.925841 -1.487228
H: -3.501115 0.681160 -0.575030
C: -1.535064 -0.086789 3.952372
H: 3.821082 -1.923595 2.239647
H: -1.182010 -1.085189 -2.761252
Se: -6.502738 -3.240497 2.461715
H: -4.889842 -3.012947 -1.736255
C: 2.378386 2.797880 1.120808
C: 2.075346 -1.400570 1.124616
H: 2.403263 3.876296 1.090061
N: -1.693655 -1.090291 -0.757602
H: -0.064982 -4.760609 -0.796157
C: -1.238286 4.499495 -0.706768
C: 1.648652 -4.043029 0.819971
C: -2.713693 -0.797392 3.846439
C: -3.109051 -1.274938 2.593123
H: -0.192416 -3.257502 -1.675846
H: 0.724862 4.693113 0.134735
H: -3.338318 -0.988344 4.710384
C: -3.137967 1.341424 -1.360184
H: -2.846396 0.754438 -2.228377
C: -1.922070 -1.394977 -2.031322
H: 1.463340 -5.093989 0.650762
C: -0.753112 0.143336 2.824019
C: 2.727100 -3.642862 1.571769
C: 2.958518 -2.281838 1.698895
C: 0.786791 -3.119080 0.224417
N: 0.963911 -1.783887 0.415300
N: 1.290606 0.755438 0.650879
C: -3.990927 -2.472450 -1.465786
C: -0.060172 4.013871 -0.160172
H: -1.392039 5.561602 -0.844022
C: -2.281359 -1.013385 1.509994
H: -1.263908 -3.587572 -0.291587
H: 3.393979 -4.365345 2.023329
H: 0.169778 0.698518 2.885835
C: -4.655003 -2.448620 0.990132
H: -1.201502 0.299625 4.905225
H: -3.209554 -2.326856 -3.463431
C: 2.292500 0.052272 1.192291
N: -5.778326 -3.107286 0.850778
C: -2.601532 -1.444519 0.173031
C: -0.253268 -3.696796 -0.685368
C: -4.331054 -2.027168 2.323314
H: 4.212628 0.145431 2.155144
C: -2.204233 3.589035 -1.062245
N: -5.193334 -2.349200 3.254852
C: -3.765971 -2.137117 -0.123944
C: -2.011462 2.215030 -0.900970
C: 3.391766 0.699899 1.726845
N: -1.124311 -0.318548 1.628409
C: 3.430447 2.088583 1.686157
N: -0.852098 1.734026 -0.377027
H: 4.281447 2.617710 2.094655
C: 1.305132 2.092452 0.606143
H: -3.968011 1.970642 -1.666075
C: -3.064541 -2.092179 -2.417979

Force components x, y, z for each atom (eV/Å):
0.06 -0.08 0.01
0.15 0.08 -0.28
-0.01 0.00 0.01
0.01 0.03 -0.04
0.04 0.02 -0.01
0.00 0.03 0.01
0.00 -0.01 0.01
0.00 0.03 -0.01
0.01 -0.01 -0.01
0.03 -0.02 0.00
-0.06 0.06 -0.07
0.01 0.01 0.00
-0.13 -0.16 -0.12
-0.02 0.00 0.00
-0.04 -0.02 -0.02
0.07 0.00 0.03
-0.03 -0.01 0.02
-0.03 -0.04 -0.05
-0.02 0.07 -0.07
0.02 -0.01 0.02
0.01 0.01 0.01
-0.01 0.03 0.03
-0.07 0.08 0.03
0.06 -0.17 0.05
0.00 0.00 0.01
-0.11 -0.08 -0.04
-0.03 -0.06 -0.03
-0.03 0.06 0.01
0.10 0.12 -0.03
0.04 -0.17 0.07
0.12 0.07 0.18
-0.03 0.02 0.02
0.02 -0.04 0.02
-0.01 0.00 -0.01
0.09 0.01 -0.01
0.01 0.02 -0.04
-0.01 0.00 0.00
0.02 0.02 0.01
0.00 0.01 -0.14
0.00 0.01 0.00
-0.01 0.00 0.00
0.03 -0.11 0.04
0.03 -0.01 0.09
0.08 -0.03 0.02
-0.14 0.08 0.10
0.06 0.07 0.09
0.01 0.00 0.01
0.04 0.05 -0.02
-0.01 -0.05 -0.07
-0.01 -0.03 0.04
0.10 -0.03 0.00
0.01 0.03 -0.04
-0.09 0.02 0.25
-0.08 -0.06 -0.04
-0.15 0.09 0.05
0.00 0.00 0.00
-0.09 0.09 -0.07
-0.02 0.01 0.02
0.03 -0.01 0.00

## Properties
Energy, eV: -143794.804
Total charge: +3
Highest occupied orbital energy, eV: -16.9
Kohn-Sham gap, Ha: 0.215